Record 1
{"formula": "C8H8N2O2S", "method": "ωB97M-V/def2-TZVPD", "e_tot_ev": -26330.02869, "largest_force_ha_per_bohr": 0.080, "gap_ev": [7.369, 7.295], "total_charge": 0, "lumo_energy_ev": [-1.2, -1.2], "homo_ev": [-8.5, -8.5], "species": ["C", "C", "C", "C", "C", "C", "C", "C", "N", "N", "O", "O", "S", "H", "H", "H", "H", "H", "H", "H", "H"], "xyz": [[-0.904, -3.000, 2.059], [0.056, -2.469, 2.920], [-0.159, -1.760, 0.283], [0.640, -1.079, 1.291], [-0.058, -1.360, -1.137], [1.265, -0.709, -1.438], [0.738, 1.233, 0.372], [-0.692, 1.560, 0.432], [-0.997, -2.649, 0.748], [0.732, -1.376, 2.520], [-0.873, -1.460, -2.024], [2.711, 1.537, -1.526], [1.289, 1.175, -1.400], [-1.801, -3.689, 2.364], [0.221, -2.829, 3.908], [2.092, -0.951, -0.852], [1.708, -0.956, -2.491], [1.474, 1.701, 1.034], [-1.380, 1.364, -0.576], [-0.968, 2.602, 0.571], [-1.161, 0.952, 1.356]], "nbo_charge": [-0.045, 0.012, -0.014, 0.303, 0.520, -0.690, -0.356, -0.728, -0.320, -0.444, -0.468, -0.946, 1.271, 0.224, 0.213, 0.243, 0.260, 0.241, 0.238, 0.244, 0.243]}

=====

Record 2
{"formula": "C2H3N3", "method": "ωB97M-V/def2-TZVPD", "e_tot_ev": -6588.60693, "largest_force_ha_per_bohr": 0.058, "gap_ev": 9.985, "total_charge": 0, "lumo_energy_ev": 1.0, "homo_ev": -9.0, "species": ["C", "C", "N", "N", "N", "H", "H", "H"], "xyz": [[-1.661, 0.052, 0.646], [0.431, 0.666, -1.048], [-2.566, 0.146, -0.028], [1.675, -0.495, 0.589], [1.111, 0.008, -0.370], [-0.836, 0.009, 1.325], [-0.258, 1.022, -1.701], [2.104, -1.408, 0.586]], "nbo_charge": [0.070, -0.011, -0.328, -0.620, 0.023, 0.243, 0.248, 0.375]}

=====

Record 3
{"formula": "C37H35HoO3P2S", "method": "ωB97M-V/def2-TZVPD", "e_tot_ev": -100276.66834, "largest_force_ha_per_bohr": 0.083, "gap_ev": [6.919, 7.017], "total_charge": 2, "lumo_energy_ev": [-6.9, -6.8], "multiplicity": 5, "homo_ev": [-13.8, -13.8], "species": ["C", "C", "C", "C", "C", "C", "P", "C", "C", "C", "C", "C", "C", "Ho", "P", "C", "C", "C", "C", "C", "C", "C", "C", "C", "C", "C", "C", "C", "C", "C", "C", "C", "C", "C", "C", "C", "C", "C", "C", "H", "H", "H", "H", "H", "H", "H", "H", "H", "H", "H", "H", "H", "H", "H", "H", "H", "H", "H", "H", "H", "H", "H", "H", "H", "H", "H", "H", "H", "H", "H", "H", "C", "S", "O", "O", "O", "H", "H", "H"], "xyz": [[0.657, -1.455, -2.927], [-0.349, -2.043, -2.126], [-1.672, -2.092, -2.609], [-1.983, -1.548, -3.850], [-0.984, -0.982, -4.645], [0.331, -0.935, -4.178], [-0.007, -2.361, -0.372], [-1.336, -3.420, 0.292], [-2.550, -2.814, 0.710], [-3.464, -3.566, 1.446], [-3.242, -4.928, 1.673], [-2.081, -5.545, 1.186], [-1.116, -4.787, 0.515], [-1.135, -0.076, 1.048], [0.201, 2.416, 0.452], [-1.178, 2.451, -0.743], [-0.949, 2.542, -2.129], [-1.926, 2.112, -3.025], [-3.132, 1.587, -2.564], [-3.396, 1.524, -1.194], [-2.455, 2.003, -0.276], [-0.055, 3.856, 1.524], [0.718, 3.934, 2.702], [0.449, 4.912, 3.652], [-0.591, 5.826, 3.449], [-1.348, 5.763, 2.275], [-1.079, 4.794, 1.307], [1.749, 2.602, -0.470], [2.673, 1.532, -0.464], [3.843, 1.625, -1.213], [4.126, 2.783, -1.948], [3.219, 3.845, -1.942], [2.042, 3.769, -1.196], [1.597, -3.155, -0.228], [2.155, -3.900, -1.282], [3.434, -4.445, -1.145], [4.161, -4.260, 0.036], [3.600, -3.530, 1.092], [2.329, -2.982, 0.969], [1.501, 3.200, 2.873], [1.046, 4.954, 4.563], [-0.809, 6.582, 4.206], [-2.162, 6.470, 2.117], [-1.673, 4.747, 0.394], [-0.001, 2.933, -2.498], [-1.740, 2.182, -4.100], [-3.877, 1.235, -3.282], [-4.345, 1.114, -0.836], [-2.709, 2.065, 0.800], [2.455, 0.637, 0.129], [4.546, 0.792, -1.226], [5.051, 2.851, -2.523], [3.425, 4.739, -2.531], [1.347, 4.610, -1.181], [1.593, -4.048, -2.206], [3.867, -5.010, -1.971], [5.163, -4.680, 0.135], [4.164, -3.387, 2.014], [1.893, -2.402, 1.785], [-2.824, -1.778, 0.410], [-4.367, -3.084, 1.832], [-3.979, -5.513, 2.227], [-1.922, -6.612, 1.339], [-0.189, -5.246, 0.166], [-2.456, -2.548, -2.003], [-3.018, -1.561, -4.198], [-1.237, -0.574, -5.627], [1.116, -0.497, -4.797], [1.685, -1.407, -2.563], [-0.143, 0.086, -0.530], [-0.999, 0.072, -0.850], [-0.467, -0.748, 5.005], [0.096, 0.249, 3.640], [1.168, 1.118, 4.046], [0.458, -0.715, 2.503], [-1.166, 0.926, 3.098], [0.297, -1.498, 5.256], [-1.407, -1.240, 4.735], [-0.638, -0.062, 5.849]], "mulliken_charge": [-0.564, 0.434, -0.217, -0.732, -0.602, -0.826, 1.614, 0.574, -0.227, -1.080, -0.618, -0.695, -0.629, 0.833, 1.446, 0.033, -0.800, -0.539, -0.720, -0.431, -1.072, 0.727, -0.461, -0.805, -0.518, -0.704, -0.355, 0.418, -0.429, -0.585, -0.576, -0.643, -0.548, 0.160, -0.190, -0.732, -0.579, -0.687, -0.510, 0.433, 0.431, 0.412, 0.422, 0.404, 0.447, 0.465, 0.475, 0.586, 0.976, 0.412, 0.466, 0.416, 0.421, 0.489, 0.497, 0.442, 0.418, 0.447, 0.322, 0.478, 0.466, 0.440, 0.447, 0.480, 0.408, 0.505, 0.467, 0.439, 0.480, -0.496, 0.575, -1.024, 1.166, -0.559, -0.319, -0.596, 0.389, 0.292, 0.415]}